Record 1
DFT (the ωB97M-V functional and the def2-TZVPD basis) results for a molecular structure, C9H18Cl2IrN3O4PV in a non-equilibrium geometry.

Geometry as XYZ:
```
39
Properties=species:S:1:pos:R:3:nbo_charge:R:1
V -0.031 -0.453 -9.045 1.115
Ir 0.191 -1.410 -0.705 1.024
Cl -0.534 1.227 -7.715 -0.454
Cl 1.861 -2.540 -1.769 0.011
C -0.652 -2.798 0.033 0.602
C -0.498 -0.048 -10.790 0.434
C 0.453 -2.221 -9.401 0.387
O -1.256 -3.694 0.528 -0.261
O -0.797 0.205 -11.892 -0.232
O 0.735 -3.282 -9.825 -0.251
C -2.548 0.072 1.502 -0.445
N -1.264 -0.489 1.937 -0.675
C -1.332 -1.047 3.279 -0.450
P 0.093 0.271 1.306 2.344
O -0.033 0.489 -0.267 -0.969
N 0.061 1.850 1.833 -0.461
C -0.586 2.831 0.991 -0.459
C -0.012 2.139 3.252 -0.473
N 1.543 -0.397 1.721 -0.660
C 2.738 0.233 1.127 -0.436
C 1.857 -1.091 2.957 -0.446
H -2.810 0.959 2.083 0.242
H -3.305 -0.700 1.644 0.283
H -2.507 0.333 0.442 0.234
H -0.709 -1.942 3.371 0.247
H -1.065 -0.330 4.059 0.244
H -2.369 -1.367 3.431 0.281
H -1.670 2.739 0.999 0.281
H -0.279 3.808 1.362 0.290
H -0.241 2.688 -0.037 0.268
H -1.016 1.997 3.666 0.281
H 0.683 1.517 3.828 0.245
H 0.281 3.185 3.362 0.300
H 2.974 1.165 1.654 0.261
H 3.561 -0.482 1.225 0.276
H 2.565 0.438 0.065 0.232
H 1.774 -0.434 3.838 0.256
H 1.243 -1.995 3.086 0.251
H 2.902 -1.428 2.865 0.278
```

Values from the calculation:
**Expectation value of S²**: 12.052
**Orbital gap (alpha / beta)**: 4.39 / 3.78 eV
**Total charge**: +4
**2S+1**: 7
**Largest force on an atom**: 10.40 eV/Å

=====

Record 2
DFT (the ωB97M-V functional and the def2-TZVPD basis) results for a molecular structure, C9H18ClF2N3O4S2 in a non-equilibrium geometry.

Geometry as XYZ:
```
39
Properties=species:S:1:pos:R:3:nbo_charge:R:1
C 1.082 4.536 -0.245 -0.347
C 1.874 3.486 -0.385 -0.049
N 1.265 2.177 -0.710 -0.416
C 2.242 1.371 -1.551 -0.237
C 2.578 -0.026 -1.007 -0.251
N 2.831 0.092 0.440 -0.574
C 1.518 0.290 1.055 -0.263
C 0.692 1.489 0.499 -0.080
C -0.765 1.091 0.298 -0.184
Cl -1.771 2.580 0.145 -0.071
C -0.970 0.053 -0.824 -0.453
C -2.308 0.146 -1.573 -0.609
H 0.315 4.792 -0.968 0.228
H 1.249 5.197 0.598 0.238
H 2.949 3.591 -0.311 0.233
H 0.468 2.415 -1.317 0.460
H 1.814 1.255 -2.550 0.229
H 3.150 1.948 -1.699 0.216
H 3.531 -0.308 -1.453 0.228
H 1.792 -0.746 -1.207 0.232
H 3.422 0.903 0.607 0.340
H 1.653 0.415 2.129 0.228
H 0.949 -0.634 0.938 0.262
H 0.662 2.236 1.288 0.240
H -1.044 0.614 1.237 0.257
H -0.112 0.102 -1.502 0.163
H -0.942 -0.910 -0.328 0.294
H -2.606 -0.848 -1.897 0.240
H -2.199 0.818 -2.424 0.194
H -3.113 0.498 -0.934 0.229
N -1.600 -4.235 2.158 -1.198
S -2.832 -5.244 2.123 2.503
O -2.834 -6.172 1.040 -0.924
O -4.086 -4.708 2.537 -0.923
F -2.408 -6.147 3.357 -0.501
S -1.626 -3.185 1.007 2.517
O -0.365 -2.502 0.862 -0.997
O -2.790 -2.362 0.878 -0.949
F -1.663 -4.067 -0.314 -0.504
```

Values from the calculation:
**Orbital gap**: 7.15 eV
**2S+1**: 1
**Largest force on an atom**: 2.39 eV/Å

=====

Record 3
DFT (the ωB97M-V functional and the def2-TZVPD basis) results for a molecular structure, C9H18F4Hf2O5P in a non-equilibrium geometry.

Geometry as XYZ:
```
39
Properties=species:S:1:pos:R:3:nbo_charge:R:1
Hf 2.413 0.007 -1.938 3.040
Hf 0.955 0.586 2.580 2.943
F 0.858 1.708 -2.263 -0.581
F 1.306 0.093 0.199 -0.789
O 2.386 2.124 1.651 -1.181
P 3.076 2.742 0.458 2.711
O 3.188 1.899 -0.850 -1.160
F 4.577 2.984 0.850 -0.435
F 2.453 4.198 0.099 -0.443
C -0.642 4.511 1.726 -0.710
C -0.835 3.247 0.904 0.747
O -0.244 2.214 1.174 -0.614
C -1.792 3.342 -0.264 -0.699
H -1.584 5.051 1.827 0.354
H -0.026 5.244 1.205 0.351
H -0.266 4.249 2.716 0.257
H -2.816 3.132 0.043 0.350
H -1.614 2.560 -1.002 0.262
H -1.685 4.325 -0.723 0.335
C -1.393 -2.820 -2.398 -0.727
C -1.261 -1.331 -2.163 0.729
O -0.119 -0.832 -2.056 -0.734
C -2.509 -0.495 -2.038 -0.733
H -1.657 -3.286 -1.448 0.243
H -0.430 -3.245 -2.680 0.244
H -2.112 -3.121 -3.159 0.342
H -3.129 -0.845 -1.213 0.291
H -3.042 -0.678 -2.971 0.338
H -2.359 0.577 -1.910 0.241
C 2.106 -3.930 1.748 -0.669
C 0.776 -3.279 1.496 0.725
O 0.587 -2.128 1.931 -0.328
C -0.396 -4.032 0.917 -0.695
H 2.676 -3.970 0.820 0.333
H 1.939 -4.898 2.220 0.384
H 2.766 -3.283 2.327 0.275
H -0.226 -4.246 -0.138 0.335
H -1.299 -3.426 0.854 0.282
H -0.624 -4.944 1.469 0.387
```

Values from the calculation:
**Expectation value of S²**: 0.758
**Orbital gap (alpha / beta)**: 3.78 / 3.30 eV
**Total charge**: +6
**2S+1**: 2
**Largest force on an atom**: 11.01 eV/Å

=====

Record 4
DFT (the ωB97M-V functional and the def2-TZVPD basis) results for a molecular structure, C9H18F6N6O19S6Zr in a non-equilibrium geometry.

Geometry as XYZ:
```
65
Properties=species:S:1:pos:R:3:nbo_charge:R:1
Zr -0.316 1.319 0.879 2.266
C -0.693 -3.342 -0.621 -0.646
C 0.782 -2.806 -0.540 0.148
C 1.615 -3.869 -1.294 -0.395
C 1.427 -3.916 -2.802 -0.402
C 1.706 -2.567 -3.332 -0.398
C 0.852 -1.359 -2.785 0.157
N 0.879 -1.520 -1.293 -0.195
O 0.527 -0.358 -0.458 -0.708
C -0.626 -1.445 -3.325 -0.648
C 1.535 -0.058 -3.301 -0.618
C 1.276 -2.770 0.938 -0.604
H -0.990 -3.751 -1.587 0.188
H -1.422 -2.534 -0.564 0.228
H -0.819 -4.077 0.174 0.202
H 1.584 -4.911 -0.977 0.201
H 2.652 -3.563 -1.154 0.195
H 0.439 -4.157 -3.194 0.191
H 2.119 -4.676 -3.164 0.193
H 1.624 -2.651 -4.415 0.193
H 2.713 -2.272 -3.037 0.196
H -1.027 -2.459 -3.323 0.191
H -0.727 -1.008 -4.319 0.201
H -1.187 -0.872 -2.588 0.245
H 1.070 0.719 -2.695 0.240
H 1.360 0.199 -4.346 0.204
H 2.597 0.038 -3.074 0.210
H 1.298 -3.774 1.361 0.196
H 0.565 -2.239 1.571 0.247
H 2.333 -2.501 0.935 0.226
N -1.105 2.760 2.098 -1.195
S -0.741 3.711 3.277 2.389
O -0.864 3.143 4.570 -0.834
O -0.811 5.184 3.066 -0.823
F 0.846 3.527 2.989 -0.499
S -2.798 3.244 2.455 2.302
O -3.362 4.524 2.009 -0.807
O -3.335 2.732 3.709 -0.812
F -3.541 2.313 1.440 -0.453
N -1.545 1.944 -0.663 -1.173
S -2.706 1.355 -1.570 2.420
O -2.348 1.129 -2.917 -0.872
O -4.103 1.680 -1.356 -0.838
F -2.589 -0.102 -0.855 -0.486
S -1.963 3.515 -1.445 2.265
O -3.156 4.223 -0.886 -0.806
O -1.628 3.761 -2.876 -0.808
F -0.788 4.350 -0.790 -0.452
N 0.984 0.674 2.314 -1.170
S 2.534 0.328 2.590 2.362
O 2.840 -1.080 2.531 -0.836
O 3.376 1.329 3.285 -0.801
F 2.814 0.786 1.049 -0.495
S 0.803 0.295 4.041 2.330
O 1.374 1.163 5.022 -0.812
O 0.776 -1.132 4.292 -0.824
F -0.793 0.672 4.086 -0.479
N -2.424 -0.898 2.500 0.757
O -3.519 -0.775 3.025 -0.473
O -1.677 -1.704 2.895 -0.421
O -2.015 -0.013 1.713 -0.624
N 2.110 3.641 0.178 0.742
O 2.982 3.629 1.052 -0.423
O 1.967 4.559 -0.635 -0.449
O 1.259 2.716 0.134 -0.609
```

Values from the calculation:
**Orbital gap**: 5.49 eV
**Total charge**: -2
**2S+1**: 1
**Largest force on an atom**: 10.91 eV/Å